1.
The following is a DFT calculation (ωB97M-V/def2-TZVPD) of 12 unconnected molecules or ions with the total composition C26H49BCl8FO14S6 in a non-equilibrium geometry.

Each line ends with the Mulliken charge.
Positions of all 105 atoms, in Å:
O: 1.844 -1.658 -3.008  -0.64
C: 1.233 -0.793 -2.479  0.75
O: 1.333 -0.429 -1.191  -0.22
B: 0.262 0.576 -0.815  1.00
O: -0.283 0.897 -2.118  -0.67
C: 0.147 0.077 -3.089  0.33
O: -0.250 0.045 -4.211  -0.62
O: 0.690 1.777 -0.099  -0.59
C: 0.144 1.736 1.131  0.47
O: 0.372 2.453 2.059  -0.39
C: -0.712 0.477 1.259  0.65
O: -0.713 -0.142 0.073  -0.24
O: -1.120 0.024 2.284  -0.63
F: -4.394 -2.519 -0.373  -0.32
C: -4.649 -1.547 -1.270  0.28
C: -5.962 -1.389 -1.748  -0.78
C: -6.162 -0.376 -2.688  -0.33
C: -5.198 0.583 -3.006  -0.88
C: -3.950 0.437 -2.434  -0.08
C: -3.633 -0.645 -1.586  0.26
H: -6.648 -2.117 -1.425  0.52
H: -7.164 -0.161 -3.002  0.37
H: -5.385 1.353 -3.787  0.39
H: -3.156 1.219 -2.607  0.31
H: -2.599 -0.801 -1.194  0.31
C: -1.201 -2.949 3.747  -0.90
S: -2.356 -3.563 2.416  0.78
O: -2.890 -4.844 2.954  -0.77
C: -3.634 -2.397 2.672  -0.73
H: -0.445 -3.724 3.929  0.38
H: -1.829 -2.873 4.641  0.43
H: -0.784 -1.985 3.459  0.11
H: -3.147 -1.441 2.532  -0.03
H: -3.981 -2.470 3.726  0.39
H: -4.433 -2.634 2.026  0.37
C: 3.389 6.650 1.703  -0.58
S: 2.028 7.804 1.764  0.46
O: 2.070 8.671 0.552  -0.64
C: 0.840 6.472 1.593  -0.73
H: 3.382 5.846 2.443  0.19
H: 4.261 7.277 1.711  0.38
H: 3.170 6.115 0.770  0.10
H: 0.868 5.865 2.498  0.04
H: 1.073 5.981 0.666  0.30
H: -0.097 6.958 1.391  0.45
C: 5.050 -4.644 -7.515  -0.85
S: 3.400 -4.353 -8.291  0.50
O: 3.350 -5.325 -9.461  -0.64
C: 2.242 -4.914 -7.071  -0.72
H: 5.035 -4.363 -6.467  0.29
H: 5.733 -4.041 -8.114  0.29
H: 5.237 -5.698 -7.519  0.31
H: 2.341 -4.327 -6.099  0.20
H: 2.383 -5.964 -6.902  0.32
H: 1.352 -4.594 -7.518  0.31
C: -0.435 3.594 5.782  -0.89
S: 0.799 4.676 4.988  0.80
O: 0.699 6.000 5.642  -0.75
C: 2.349 3.994 5.476  -0.74
H: -1.129 4.257 6.223  0.47
H: 0.005 2.980 6.592  0.24
H: -0.808 2.902 5.107  0.09
H: 3.056 4.833 5.321  0.37
H: 2.482 3.174 4.798  -0.05
H: 2.204 3.717 6.509  0.46
C: 1.613 0.149 4.146  -0.36
S: 1.888 -0.131 5.933  0.36
O: 1.125 0.890 6.651  -0.53
C: 1.000 -1.722 6.108  -0.72
H: 1.979 -0.533 3.407  0.45
H: 2.164 1.027 4.061  0.01
H: 0.555 0.407 4.000  -0.05
H: 1.305 -2.088 7.105  0.41
H: 1.284 -2.393 5.276  0.22
H: -0.055 -1.433 5.968  0.18
C: -4.100 -3.872 -4.101  -0.60
S: -3.559 -3.358 -5.730  0.44
O: -4.749 -2.928 -6.486  -0.64
C: -2.912 -1.866 -5.077  -0.40
H: -4.713 -4.760 -4.161  0.46
H: -4.780 -3.016 -3.867  0.03
H: -3.290 -3.905 -3.294  0.19
H: -3.740 -1.348 -4.674  0.03
H: -2.574 -1.342 -5.965  0.40
H: -2.132 -2.169 -4.304  0.09
C: 3.671 2.531 0.731  0.86
Cl: 3.679 3.649 -0.674  -0.21
Cl: 4.798 2.772 1.977  -0.18
H: 2.597 2.585 1.016  -0.71
H: 3.931 1.529 0.338  0.16
C: -3.033 3.050 2.267  0.29
Cl: -3.522 4.706 2.926  -0.21
Cl: -3.403 2.838 0.524  -0.12
H: -1.963 2.971 2.513  -0.32
H: -3.622 2.389 2.890  0.30
C: 1.744 -3.662 -0.275  -0.03
Cl: -0.009 -3.834 -0.723  -0.14
Cl: 1.988 -3.028 1.375  -0.13
H: 2.227 -4.619 -0.398  0.43
H: 2.272 -2.994 -1.011  -0.20
C: 5.179 -1.189 -2.415  0.14
Cl: 6.739 -0.645 -3.163  -0.20
Cl: 5.444 -2.267 -1.021  -0.17
H: 4.619 -0.294 -2.112  0.07
H: 4.678 -1.834 -3.113  0.14

Values from the calculation:
2S+1: 1
relative energy (zero: lowest compared OMol25 entry of this formula, charge and spin): 0.413 eV
charge: -1
gap between HOMO and LUMO: 8.58 eV
lowest unoccupied orbital energy: 1.67 eV

---

2.
The following is a DFT calculation (ωB97M-V/def2-TZVPD) of 9 unconnected molecules or ions with the total composition C26H49BNO34PS8 in a non-equilibrium geometry.

Each line ends with the Mulliken charge.
Positions of all 120 atoms, in Å:
C: 6.168 -3.983 0.325  -0.72
C: 5.531 -3.473 -1.032  -0.63
C: 3.974 -3.243 -0.917  0.01
C: 3.139 -4.553 -0.981  -0.59
C: 1.614 -4.315 -1.294  -1.06
P: 0.680 -3.795 0.246  -0.21
B: -1.011 -4.707 0.130  0.68
O: -2.235 -4.019 0.079  -0.48
O: -1.092 -6.124 0.061  -0.58
C: 0.195 -1.972 0.106  0.76
C: 0.840 -1.242 -0.927  -0.15
C: 0.496 0.128 -1.151  -0.74
C: -0.479 0.599 -0.214  -0.64
C: -0.981 -0.270 0.778  -0.13
N: -0.727 -1.578 1.015  -0.20
H: 5.730 -4.948 0.663  0.37
H: 7.253 -4.128 0.105  0.32
H: 6.052 -3.230 1.128  -0.02
H: 5.774 -4.209 -1.832  0.36
H: 6.008 -2.485 -1.228  0.26
H: 3.708 -2.734 0.040  0.01
H: 3.720 -2.581 -1.781  0.26
H: 3.530 -5.168 -1.835  0.39
H: 3.290 -5.180 -0.071  0.22
H: 1.220 -5.325 -1.576  0.36
H: 1.447 -3.664 -2.175  0.59
H: -2.777 -4.389 -0.634  0.31
H: -1.367 -6.414 0.943  0.29
H: 1.597 -1.728 -1.558  0.00
H: 0.894 0.787 -1.934  0.53
H: -0.832 1.642 -0.264  0.59
H: -1.712 0.195 1.475  0.03
O: 6.141 -2.080 2.968  -0.47
S: 5.604 -2.178 4.286  0.95
O: 6.356 -1.852 5.441  -0.57
O: 4.993 -3.659 4.457  -0.35
C: 3.608 -3.579 4.789  -0.46
C: 3.127 -2.291 4.167  0.21
O: 4.211 -1.368 4.342  -0.24
H: 3.521 -3.548 5.878  0.33
H: 3.072 -4.446 4.408  0.33
H: 2.223 -1.919 4.641  0.18
H: 2.954 -2.408 3.093  0.00
O: -0.021 5.901 -2.684  -0.59
S: -0.517 4.576 -2.537  1.07
O: 0.272 3.512 -2.025  -0.47
O: -1.152 4.118 -3.941  -0.36
C: -2.531 3.766 -3.755  -0.32
C: -2.997 4.605 -2.589  0.31
O: -1.883 4.633 -1.684  -0.38
H: -2.582 2.700 -3.521  0.35
H: -3.101 3.965 -4.660  0.34
H: -3.874 4.188 -2.106  0.16
H: -3.204 5.631 -2.899  0.05
O: 9.606 2.899 -0.443  -0.53
S: 8.436 2.175 -0.096  1.08
O: 7.130 2.658 -0.367  -0.52
O: 8.531 1.784 1.466  -0.33
C: 8.456 0.362 1.611  -0.12
C: 9.029 -0.199 0.327  -0.27
O: 8.560 0.682 -0.697  -0.32
H: 7.407 0.085 1.730  0.15
H: 9.016 0.040 2.487  0.33
H: 8.703 -1.219 0.137  0.24
H: 10.121 -0.162 0.331  0.29
O: -5.281 3.196 -2.711  -0.41
S: -6.520 2.556 -2.402  0.88
O: -7.755 2.993 -2.941  -0.58
O: -6.647 2.471 -0.800  -0.32
C: -6.790 1.102 -0.397  -0.03
C: -6.070 0.303 -1.461  -0.20
O: -6.365 0.980 -2.691  -0.28
H: -7.856 0.864 -0.375  0.29
H: -6.366 0.948 0.592  0.10
H: -6.401 -0.731 -1.501  0.23
H: -4.988 0.331 -1.310  0.28
O: -4.840 8.274 -4.205  -0.55
S: -4.131 7.775 -5.328  1.12
O: -4.705 6.875 -6.262  -0.56
O: -2.731 7.157 -4.804  -0.26
C: -1.639 7.823 -5.444  -0.33
C: -2.153 9.215 -5.751  -0.42
O: -3.518 9.027 -6.137  -0.30
H: -1.397 7.278 -6.360  0.29
H: -0.768 7.839 -4.792  0.33
H: -1.592 9.699 -6.548  0.33
H: -2.138 9.848 -4.860  0.30
O: -4.322 -1.879 -3.321  -0.54
S: -4.867 -3.104 -2.859  1.20
O: -5.792 -3.172 -1.785  -0.58
O: -3.648 -4.122 -2.560  -0.28
C: -3.800 -5.305 -3.354  -0.35
C: -4.545 -4.854 -4.593  -0.43
O: -5.491 -3.889 -4.120  -0.35
H: -4.385 -6.027 -2.780  0.29
H: -2.827 -5.733 -3.589  0.34
H: -5.052 -5.675 -5.094  0.32
H: -3.877 -4.355 -5.298  0.31
O: -4.993 0.716 2.329  -0.59
S: -3.943 0.641 3.286  0.93
O: -2.934 1.630 3.383  -0.51
O: -3.245 -0.801 3.152  -0.14
C: -3.317 -1.493 4.401  -0.25
C: -4.568 -0.963 5.070  -0.44
O: -4.596 0.429 4.742  -0.33
H: -2.423 -1.247 4.979  0.21
H: -3.359 -2.568 4.239  0.32
H: -4.555 -1.103 6.149  0.34
H: -5.467 -1.426 4.655  0.29
O: 0.134 -0.360 6.723  -0.54
S: 1.289 0.460 6.616  1.08
O: 2.435 0.278 7.431  -0.55
O: 0.826 1.998 6.712  -0.32
C: 1.228 2.701 5.531  -0.42
C: 1.249 1.654 4.437  -0.15
O: 1.758 0.475 5.070  -0.23
H: 2.224 3.115 5.703  0.31
H: 0.533 3.509 5.314  0.34
H: 1.878 1.941 3.597  0.35
H: 0.242 1.437 4.077  0.13

Values from the calculation:
2S+1: 1
gap between HOMO and LUMO: 8.23 eV
lowest unoccupied orbital energy: -0.08 eV

---

3.
The following is a DFT calculation (ωB97M-V/def2-TZVPD) of a molecular structure, C26H49ClN4Pt in a non-equilibrium geometry.

Each line ends with the Löwdin spin population.
Positions of all 81 atoms, in Å:
Pt: 0.084 0.276 0.894  0.95
Cl: -0.720 2.067 -0.652  0.13
C: 1.013 2.136 4.262  0.06
C: 0.087 1.522 2.340  0.13
N: 1.232 1.977 2.888  0.03
H: -0.920 1.739 5.423  0.01
N: -0.857 1.391 3.295  0.02
H: 1.849 2.517 4.882  0.04
C: 2.531 2.118 2.066  0.01
C: 3.349 3.100 2.864  0.17
C: 3.326 0.815 1.895  0.03
H: 3.593 2.642 3.824  0.04
H: 4.271 3.344 2.326  0.04
H: 2.744 4.002 2.992  0.04
H: 3.324 2.887 0.201  0.01
H: 1.808 3.671 0.690  0.01
H: 2.814 0.030 1.315  0.00
C: 2.329 2.708 0.659  0.01
H: 3.597 0.402 2.874  0.03
H: 4.271 1.019 1.350  0.02
H: 1.793 2.086 -0.079  0.00
C: -0.287 1.777 4.514  0.04
C: -2.175 -0.809 2.912  0.00
H: -1.778 -1.216 3.847  0.00
H: -3.197 -1.220 2.772  0.00
C: -2.218 0.729 2.970  0.01
H: -3.832 0.760 1.502  0.00
C: -3.131 1.194 4.073  0.01
H: -3.117 2.288 4.070  0.00
H: -1.583 -1.228 2.070  0.00
H: -2.280 0.820 0.718  0.00
H: -2.766 0.790 5.018  0.00
H: -4.151 0.838 3.886  0.00
C: -2.812 1.176 1.625  0.00
H: -2.873 2.265 1.530  0.00
C: 0.002 -0.346 -4.849  0.06
N: 0.614 -0.340 -3.563  0.26
H: -2.177 -0.831 -5.292  0.02
N: -1.480 -0.821 -3.218  0.26
H: 0.576 -0.172 -5.747  0.02
C: 1.974 0.235 -3.126  0.03
C: 2.922 -0.241 -4.196  0.01
C: 1.968 1.763 -3.107  0.02
H: 2.609 0.188 -5.164  0.00
H: 3.953 0.073 -3.972  0.00
H: 2.877 -1.343 -4.210  0.00
H: 3.514 0.134 -1.636  0.01
H: 2.556 -1.319 -1.696  0.00
H: 1.295 2.166 -2.340  0.00
C: 2.486 -0.238 -1.786  0.02
H: 1.692 2.159 -4.093  0.00
H: 2.983 2.144 -2.893  0.01
H: 1.902 0.157 -0.948  0.01
C: -1.343 -0.661 -4.622  0.07
C: -3.350 0.536 -2.134  0.01
H: -3.588 1.010 -3.095  0.00
H: -4.295 0.483 -1.563  0.01
C: -2.740 -0.852 -2.331  0.03
H: -3.496 -1.465 -0.408  0.00
C: -3.685 -1.722 -3.120  0.01
H: -3.174 -2.686 -3.287  0.01
H: -2.678 1.191 -1.566  0.00
H: -1.821 -0.916 -0.347  0.01
H: -3.919 -1.219 -4.076  0.00
H: -4.616 -1.903 -2.561  0.00
C: -2.542 -1.470 -0.965  0.02
H: -2.247 -2.518 -1.003  0.00
C: -0.260 -0.855 -2.732  1.02
C: 0.493 -3.317 -0.810  0.06
C: 0.189 -2.916 0.634  0.02
C: 0.662 -4.027 1.573  0.01
C: 0.862 -1.574 1.081  0.07
H: 1.573 -3.352 -1.021  0.00
H: 0.040 -2.591 -1.503  0.04
H: 0.085 -4.318 -1.032  0.01
H: -0.906 -2.823 0.723  0.00
H: 1.747 -4.183 1.500  0.00
H: 0.428 -3.767 2.609  0.00
H: 0.162 -4.969 1.331  0.00
H: 0.996 -1.579 2.190  0.01
H: 1.839 -1.517 0.560  0.01

Values from the calculation:
2S+1: 5
relative energy (zero: lowest compared OMol25 entry of this formula, charge and spin): 3.402 eV
charge: -2
gap between HOMO and LUMO (spin up / spin down): 1.46 / 5.39 eV
lowest unoccupied orbital energy (spin up / spin down): 4.21 / 4.36 eV

---

4.
The following is a DFT calculation (ωB97M-V/def2-TZVPD) of 7 unconnected molecules or ions with the total composition C26H49IN2O26S6 in a non-equilibrium geometry.

Each line ends with the Mulliken charge.
Positions of all 110 atoms, in Å:
H: 5.404 3.959 -1.522  0.26
N: 5.790 4.140 -0.592  -0.88
C: 5.615 3.146 0.138  0.56
C: 6.101 3.257 1.564  -1.12
C: 4.924 1.877 -0.337  0.23
C: 3.906 1.317 0.674  -0.38
C: 4.189 -0.048 1.316  0.24
C: 5.540 -0.182 2.019  -0.83
C: 6.077 -1.605 2.185  -0.87
C: 6.898 -2.093 0.986  -1.31
I: 4.606 -3.109 2.646  0.06
N: 2.992 -0.199 2.167  -0.02
C: 1.914 0.286 1.369  -0.51
O: 0.803 0.129 1.635  -0.51
C: 2.503 0.996 0.126  0.96
C: 2.467 0.259 -1.242  0.33
C: 2.093 -1.213 -1.204  -0.97
O: 0.747 -1.420 -0.857  -0.29
C: 0.482 -2.726 -0.388  -0.08
C: -0.156 -2.719 1.011  -1.20
H: 5.647 2.499 2.193  0.18
H: 7.180 3.101 1.585  0.31
H: 5.899 4.237 1.978  0.35
H: 4.354 2.191 -1.215  -0.52
H: 5.641 1.140 -0.699  0.53
H: 3.757 2.089 1.428  0.53
H: 4.221 -0.829 0.553  -0.26
H: 6.263 0.360 1.409  0.26
H: 5.472 0.339 2.977  0.44
H: 6.751 -1.588 3.036  0.58
H: 6.217 -2.311 0.163  0.31
H: 7.351 -3.037 1.274  0.45
H: 7.674 -1.387 0.703  0.37
H: 3.217 0.330 3.005  0.43
H: 1.893 1.885 -0.019  0.62
H: 1.759 0.785 -1.878  -0.34
H: 3.441 0.345 -1.723  -0.15
H: 2.240 -1.599 -2.226  0.65
H: 2.786 -1.788 -0.583  0.25
H: 1.365 -3.362 -0.340  0.11
H: -0.242 -3.204 -1.052  0.37
H: -0.697 -3.645 1.174  0.46
H: -0.829 -1.865 1.036  0.29
H: 0.618 -2.526 1.751  0.20
O: 2.155 -5.827 0.177  -0.50
S: 3.066 -6.479 -0.689  1.09
O: 2.818 -6.621 -2.074  -0.56
O: 3.400 -7.922 -0.065  -0.31
C: 4.808 -8.050 0.152  -0.35
C: 5.288 -6.636 0.402  -0.27
O: 4.522 -5.829 -0.499  -0.22
H: 5.259 -8.470 -0.750  0.30
H: 5.002 -8.710 0.994  0.30
H: 6.351 -6.516 0.210  0.30
H: 5.064 -6.313 1.422  0.20
O: 1.638 4.005 -1.580  -0.53
S: 1.395 4.182 -2.965  1.15
O: 2.331 4.813 -3.823  -0.60
O: -0.035 4.886 -3.138  -0.36
C: -0.888 4.055 -3.940  -0.35
C: -0.413 2.645 -3.691  -0.32
O: 1.017 2.754 -3.602  -0.22
H: -0.753 4.339 -4.986  0.32
H: -1.928 4.196 -3.659  0.23
H: -0.695 1.963 -4.488  0.41
H: -0.785 2.263 -2.738  0.26
O: -4.727 2.805 -4.398  -0.56
S: -4.649 1.729 -3.476  1.07
O: -4.416 0.395 -3.884  -0.55
O: -5.947 1.772 -2.542  -0.31
C: -5.564 1.891 -1.162  -0.24
C: -4.246 2.632 -1.192  -0.40
O: -3.564 2.108 -2.344  -0.16
H: -5.446 0.886 -0.750  0.24
H: -6.323 2.424 -0.604  0.25
H: -3.656 2.469 -0.294  0.36
H: -4.394 3.704 -1.341  0.32
O: -6.923 2.540 1.489  -0.57
S: -7.683 1.544 2.159  1.14
O: -7.065 0.480 2.857  -0.56
O: -8.744 0.947 1.118  -0.30
C: -10.076 1.113 1.631  -0.14
C: -10.006 2.348 2.499  -0.35
O: -8.725 2.258 3.142  -0.32
H: -10.329 0.229 2.218  0.16
H: -10.785 1.219 0.814  0.31
H: -10.802 2.385 3.238  0.32
H: -10.023 3.260 1.899  0.29
O: 6.496 -0.964 -4.937  -0.57
S: 6.224 0.130 -4.081  1.05
O: 6.577 0.115 -2.708  -0.48
O: 4.669 0.502 -4.216  -0.25
C: 4.525 1.869 -4.625  0.39
C: 5.769 2.165 -5.432  -0.44
O: 6.816 1.469 -4.740  -0.34
H: 4.473 2.491 -3.728  -0.31
H: 3.613 1.995 -5.204  0.27
H: 5.989 3.227 -5.486  0.32
H: 5.696 1.756 -6.443  0.33
O: -12.255 -0.441 3.860  -0.51
S: -12.225 -0.756 5.243  1.11
O: -13.334 -0.530 6.088  -0.55
O: -10.925 -0.059 5.876  -0.30
C: -10.084 -1.047 6.487  -0.30
C: -10.344 -2.312 5.696  -0.32
O: -11.751 -2.277 5.417  -0.31
H: -10.387 -1.159 7.530  0.27
H: -9.043 -0.736 6.443  0.33
H: -10.089 -3.212 6.248  0.31
H: -9.806 -2.304 4.745  0.27

Values from the calculation:
2S+1: 1
gap between HOMO and LUMO: 9.19 eV
lowest unoccupied orbital energy: 0.35 eV